Record 1
C21H18F6N2O3 | wB97M-V/def2-TZVPD

Geometry (Å):
O -0.068096 -3.810220 -4.217731
C 0.315584 -3.459960 -3.103279
N 1.406319 -4.171145 -2.656681
C 1.837113 -4.093997 -1.252863
C 1.683122 -2.624372 -0.776590
C 2.739758 -1.714508 -1.428481
C 2.751242 -0.248141 -0.988889
C 2.446413 0.714052 -1.953197
C 2.411413 2.078628 -1.673542
C 2.600398 2.528379 -0.372189
O 2.478101 3.848013 -0.015986
C 2.927740 1.587889 0.635372
C 3.069772 0.215502 0.290995
N 0.298457 -2.092858 -1.016263
C -0.441012 -1.351315 0.053736
C -0.536589 0.157023 -0.247709
C -1.482455 0.848440 0.729845
C -2.870797 0.754237 0.469447
C -3.804335 1.373197 1.345987
C -5.283126 1.326866 1.087095
F -5.966810 1.036370 2.208186
F -5.611421 0.420417 0.178379
F -5.660773 2.555442 0.667604
C -3.296609 2.110949 2.433028
C -1.930743 2.171690 2.711221
C -1.405212 2.858934 3.981403
F -1.475366 4.204206 3.872332
F -2.243644 2.607307 4.986218
F -0.172970 2.474477 4.338244
C -1.009242 1.625612 1.768900
C -0.358878 -2.462186 -2.172677
O -1.476746 -1.973418 -2.390526
H 1.738579 -4.919683 -3.271658
H 2.839311 -4.487350 -1.094388
H 1.229051 -4.783013 -0.626870
H 1.854156 -2.663323 0.316209
H 3.724751 -2.099255 -1.188612
H 2.645306 -1.776976 -2.535653
H 2.226633 0.409821 -2.960410
H 2.203808 2.790210 -2.451760
H 2.331002 4.430402 -0.781384
H 3.102993 1.981805 1.633008
H 3.323299 -0.442319 1.092240
H -1.462799 -1.816868 0.114243
H 0.044889 -1.438712 1.003282
H 0.419824 0.607174 -0.167479
H -0.926571 0.289209 -1.275633
H -3.215364 0.127934 -0.333832
H -4.008155 2.591443 3.108169
H 0.058677 1.703992 1.929138

Forces on the atoms, in the same order (eV/Å):
-0.750 1.716 1.003
0.865 -2.914 -2.171
0.524 0.607 1.497
-1.116 -0.012 -0.024
-0.054 -0.048 0.468
0.231 0.395 -0.032
-0.226 0.077 -0.576
0.119 0.446 0.354
-0.036 -0.383 0.416
0.153 -0.488 0.438
0.116 -0.154 -0.102
0.055 -0.130 -1.209
-0.860 1.521 0.096
1.052 -1.329 0.151
-0.865 -0.100 -1.602
-1.607 -0.315 -0.173
-0.639 0.095 -1.294
-0.374 0.445 1.863
2.304 -0.250 -0.553
0.887 0.464 0.548
-0.161 0.190 -0.072
-0.238 -0.037 -0.415
-0.546 -0.323 -0.074
-0.351 -0.253 0.451
1.009 -0.153 -1.169
-1.493 0.174 -0.920
0.909 0.043 -0.330
-0.091 -0.696 0.800
-0.263 0.332 -0.256
-0.992 -0.192 1.347
-1.894 2.295 1.318
1.571 -1.300 -0.331
-0.440 0.595 0.382
0.305 0.471 -0.403
-0.074 0.563 -0.209
-0.226 0.271 -0.427
0.246 -0.426 0.033
-0.023 0.140 0.705
-0.043 -0.181 -0.274
-0.130 0.159 -0.289
0.048 -0.565 0.266
0.044 -0.321 -0.068
0.217 -0.568 0.318
0.887 0.537 -0.035
0.531 -0.558 0.460
0.956 0.348 -0.044
0.290 -0.068 0.490
-0.086 -0.030 -0.316
0.248 -0.161 -0.098
0.016 0.068 0.059

Maximum force   3.73 eV/A
LUMO energy   0.2 eV
E_tot   -47498.2435 eV
SMILES string   O=C1NC[C@@H](Cc2ccc(O)cc2)N(CCc2cc(C(F)(F)F)cc(C(F)(F)F)c2)C1=O
Energy above the lowest of the compared OMol25 structures with the same formula, charge and spin   0.00 kcal/mol

Atom charges from the Mulliken analysis, given in e for atoms 1 to 6: atom 1 (O): -0.64, atom 2 (C): 0.02, atom 3 (N): -0.12, atom 4 (C): -1.00, atom 5 (C): -0.08, atom 6 (C): -1.37

Record 2
C32H37IIrN2OP2S3 | wB97M-V/def2-TZVPD

Geometry (Å):
Ir 0.686702 0.427773 0.331336
C 0.422761 2.573300 3.027721
C 1.671228 1.740880 3.229320
S 1.721553 0.138616 2.389458
C 0.626337 -0.908352 3.380841
C -0.852732 -0.628890 3.194698
S -1.287326 -0.656846 1.429565
C -2.497029 0.680855 1.309654
C -2.041429 2.074005 1.732873
S -0.299505 2.485518 1.343120
H 0.664995 3.621992 3.198878
H -0.363105 2.300846 3.726276
H 1.835704 1.530315 4.288045
H 2.555547 2.258763 2.862742
H 0.945575 -0.770947 4.415358
H 0.883874 -1.928599 3.088314
H -1.152324 0.314418 3.645147
H -1.430234 -1.423833 3.667507
H -3.382039 0.388458 1.877106
H -2.764566 0.661375 0.255573
H -2.170224 2.252345 2.798379
H -2.652566 2.813812 1.217037
N 3.419885 -0.252480 -0.412050
P 2.699076 1.276234 -0.509905
C 2.929253 1.834517 -2.205351
C 2.939688 3.200972 -2.507012
C 3.130174 3.620193 -3.812599
C 3.318205 2.686064 -4.823567
C 3.311432 1.328281 -4.531038
C 3.108131 0.898237 -3.230472
C 3.570646 2.442451 0.529123
C 3.012998 3.695482 0.802123
C 3.701319 4.594742 1.600280
C 4.937150 4.244653 2.134986
C 5.488824 2.998851 1.868614
C 4.808335 2.092024 1.067166
P 2.088286 -1.310731 -0.293494
C 1.850608 -2.221342 -1.812172
C 0.583252 -2.406682 -2.357342
C 0.434919 -3.196181 -3.489669
C 1.545026 -3.786478 -4.075491
C 2.809578 -3.619352 -3.518213
C 2.963405 -2.854442 -2.376583
C 2.496319 -2.565652 0.917264
C 3.675308 -2.535206 1.658971
C 3.948945 -3.564868 2.548532
C 3.045079 -4.607048 2.706679
C 1.864026 -4.634625 1.971296
C 1.589254 -3.619659 1.070284
H 4.260745 -0.486111 -0.932528
H 2.825154 3.944071 -1.730607
H 3.149915 4.677403 -4.039138
H 3.479664 3.017953 -5.840500
H 3.470253 0.601882 -5.316579
H 3.087785 -0.165120 -3.029011
H 2.048449 3.977479 0.392087
H 3.280791 5.571341 1.800813
H 5.473390 4.948749 2.757078
H 6.453157 2.733611 2.280444
H 5.242451 1.119740 0.872608
H -0.285008 -1.973525 -1.874923
H -0.548541 -3.363070 -3.908693
H 1.426616 -4.400290 -4.958428
H 3.668074 -4.102927 -3.964050
H 3.946537 -2.765382 -1.924888
H 4.374612 -1.716096 1.547362
H 4.870557 -3.556583 3.114632
H 3.265920 -5.408649 3.398816
H 1.171194 -5.457217 2.086492
H 0.684417 -3.660964 0.471783
N -3.755387 -1.319496 -2.702006
C -2.633547 -0.787353 -2.205640
O -2.048975 -1.218246 -1.221178
C -2.130043 0.428759 -2.966367
I -0.218828 1.115759 -2.315109
H -4.145575 -2.138977 -2.261270
H -4.210502 -0.964517 -3.526883
H -2.805590 1.277406 -2.884283
H -1.985725 0.188557 -4.019307

Forces on the atoms, in the same order (eV/Å):
-0.236 0.560 0.801
0.006 0.027 0.027
-0.019 0.038 -0.037
0.158 0.124 -0.140
-0.112 -0.030 -0.043
0.093 0.029 0.067
0.440 0.055 -0.547
-0.020 0.027 -0.013
-0.008 -0.054 -0.058
-0.018 -0.227 -0.424
-0.019 0.003 -0.001
0.006 -0.006 0.017
-0.012 0.000 0.004
0.008 -0.024 -0.015
-0.044 -0.033 0.017
0.012 0.016 -0.033
0.013 0.018 -0.030
-0.012 0.021 0.025
0.001 0.002 0.007
-0.026 -0.018 -0.011
-0.019 -0.038 0.004
0.013 0.018 0.009
-0.070 -0.079 -0.253
0.289 -0.163 -0.126
-0.151 0.063 0.030
-0.012 -0.007 0.027
0.002 -0.011 -0.025
0.001 0.009 0.006
-0.003 -0.005 0.000
-0.009 -0.012 0.009
0.005 -0.148 0.152
-0.020 0.000 -0.016
-0.016 0.006 -0.008
0.014 -0.015 0.000
-0.001 0.015 0.021
-0.035 0.038 0.029
-0.056 -0.216 -0.183
0.003 -0.018 -0.067
0.006 -0.006 0.109
0.058 -0.007 0.006
-0.003 -0.017 -0.013
-0.003 -0.018 -0.006
0.014 0.080 0.000
-0.052 0.055 0.035
-0.033 0.048 0.042
-0.005 -0.010 0.018
0.014 0.010 0.011
-0.007 0.016 -0.007
-0.004 -0.031 -0.012
0.054 0.002 0.101
0.010 0.002 -0.001
-0.005 0.000 0.001
0.006 0.000 0.002
-0.003 0.001 -0.002
0.002 -0.005 0.012
-0.005 -0.003 -0.001
0.002 0.002 0.000
0.001 0.003 -0.004
-0.002 0.000 0.005
0.002 0.001 -0.014
0.159 -0.048 -0.072
-0.008 -0.003 -0.002
0.006 0.005 -0.006
-0.001 -0.002 0.001
0.009 -0.004 -0.014
0.006 -0.008 -0.015
0.001 -0.001 -0.002
0.000 -0.003 -0.003
0.000 0.000 0.003
0.012 -0.007 -0.007
0.106 0.003 0.011
-0.112 -0.007 0.018
-0.300 0.088 0.020
-0.073 -0.023 -0.013
0.005 -0.134 0.536
-0.011 0.001 0.023
-0.009 0.008 -0.007
-0.038 -0.032 0.022
0.055 0.079 0.001

Maximum force   1.01 eV/A
LUMO energy   -9.0 eV
E_tot   -100816.0776 eV
Charge   +3
Energy above the lowest of the compared OMol25 structures with the same formula, charge and spin   0.00 kcal/mol

Atom charges from the Mulliken analysis, given in e for atoms 1 to 6: atom 1 (Ir): 1.86, atom 2 (C): -0.99, atom 3 (C): -0.45, atom 4 (S): 0.21, atom 5 (C): -0.73, atom 6 (C): -0.91

Record 3
C12H37NO7 | wB97M-V/def2-TZVPD

Geometry (Å):
C 1.230855 -2.312526 -2.092014
C 0.684394 -0.894930 -1.818659
C -0.794421 -0.876798 -1.716463
C 1.184698 -0.345012 -0.513143
C 2.642544 -0.022201 -0.474675
C 2.951436 0.919587 -1.590410
C 2.511014 0.493107 -2.971342
C 2.520989 1.716210 -3.847944
C 3.472392 -0.653658 -3.579387
N 1.091416 0.106948 -2.814724
O 0.676840 -0.292889 -4.156578
H 2.316415 -2.216448 -2.037048
H 0.810837 -3.065906 -1.443859
H 0.972327 -2.481290 -3.132624
H -1.144376 -1.452641 -0.855994
H -1.145478 0.177540 -1.636556
H -1.199017 -1.282271 -2.648615
H 0.672074 0.585408 -0.231476
H 0.958104 -1.084854 0.249516
H 2.871359 0.415881 0.497460
H 3.266759 -0.892248 -0.559809
H 4.026564 1.133849 -1.659803
H 2.490198 1.898321 -1.453459
H 2.445932 1.539700 -4.918546
H 3.476144 2.252497 -3.719794
H 1.712367 2.381542 -3.533234
H 3.993490 -1.248137 -2.841885
H 4.151900 -0.139344 -4.263768
H 2.926251 -1.333666 -4.239582
H -0.185544 0.135706 -4.279001
C 0.207075 3.307307 2.516282
O 0.157230 1.991511 2.898108
H -0.773416 3.813515 2.452095
H 0.874611 3.937163 3.129431
H 0.619634 3.330625 1.486183
H -0.192659 2.044773 3.810458
C -3.329338 -2.808175 1.641350
O -3.593752 -4.215899 1.532434
H -4.258040 -2.403186 2.005751
H -2.539678 -2.619636 2.352684
H -3.104363 -2.313069 0.699434
H -2.814627 -4.705646 1.296962
C -3.295305 1.514865 1.402221
O -2.833669 0.340148 0.691387
H -3.961333 2.117200 0.776537
H -3.893174 1.237724 2.259495
H -2.406296 2.105890 1.720423
H -3.095672 0.483382 -0.224144
O -1.709193 -1.186745 4.717593
H -1.590142 -1.085885 3.749779
H -2.649778 -1.375359 4.885187
O -1.201127 1.509700 5.406522
H -1.390976 0.540565 5.292330
H -2.062531 1.869828 5.644351
O -0.897708 -0.526424 2.260114
H -0.414986 0.303456 2.417280
H -1.439249 -0.369106 1.463171

Forces on the atoms, in the same order (eV/Å):
0.165 1.537 -0.682
1.056 0.167 0.231
-1.365 0.458 -0.835
0.114 -0.122 1.211
0.203 0.204 0.190
1.210 1.155 -0.355
0.032 -1.994 -0.042
0.637 0.855 -0.411
-1.198 1.245 -0.525
-0.245 0.071 -1.373
-0.432 -0.103 0.568
-0.169 -0.683 0.216
0.015 -0.172 0.232
-0.002 -0.563 -0.121
-0.007 -0.003 -0.155
0.195 -0.642 0.088
-0.353 -0.162 0.215
-0.288 -0.230 -0.232
-0.186 -0.031 0.278
0.143 0.119 -0.024
0.280 -0.665 -0.036
-0.049 -0.080 0.113
-0.197 0.060 0.453
-0.246 -0.319 0.018
-0.241 -0.127 0.095
0.087 -0.024 -0.102
0.234 0.121 0.222
0.378 -0.114 0.376
-0.197 0.111 0.260
0.426 -0.051 0.119
0.647 1.901 -1.977
-0.408 -0.618 1.444
0.107 -0.260 0.217
-0.194 -0.303 0.014
-0.164 0.116 0.475
-0.042 -0.872 -0.027
-0.223 -0.921 -0.036
-0.536 0.581 -0.031
-0.263 0.353 0.208
0.294 0.158 0.204
0.112 -0.182 -0.225
0.602 -0.045 -0.146
0.677 0.260 -0.164
-0.894 0.815 -0.202
0.309 0.005 -0.076
0.117 -0.322 0.326
-0.717 -0.316 -0.145
0.234 -0.330 0.015
-0.716 -0.021 0.549
0.096 0.137 -0.114
0.619 0.010 -0.245
-0.334 -0.567 -0.074
0.323 0.440 -0.085
0.146 0.148 0.002
0.129 -0.229 -0.175
-0.065 -0.018 -0.102
0.140 0.063 0.377

Maximum force   2.82 eV/A
LUMO energy   0.4 eV
E_tot   -28864.7816 eV
SMILES string   CC1(C)CCCC(C)(C)N1O.CO.CO.CO.O.O.O
Energy above the lowest of the compared OMol25 structures with the same formula, charge and spin   27.70 kcal/mol

Atom charges from the Mulliken analysis, given in e for atoms 1 to 6: atom 1 (C): -1.75, atom 2 (C): 2.29, atom 3 (C): -1.83, atom 4 (C): -1.29, atom 5 (C): -1.05, atom 6 (C): -1.32

Record 4
C12H33FLi3N3O3 | wB97M-V/def2-TZVPD

Geometry (Å):
Li 7.341897 -16.121127 -6.911491
Li 9.845587 -15.852921 -5.304460
Li 9.638850 -14.380868 -7.969803
F 9.524063 -16.341703 -7.233519
C 9.430605 -16.858253 -2.583383
C 10.425091 -17.812526 -3.251155
C 9.712337 -18.797886 -4.184310
O 10.763385 -19.719588 -4.530645
C 10.324101 -20.738193 -5.407742
N 11.336796 -16.983583 -4.152539
H 8.387542 -17.170841 -2.693855
H 9.540495 -15.821773 -2.914560
H 9.574272 -16.886463 -1.501770
H 11.060027 -18.310963 -2.524519
H 9.456639 -18.399340 -5.180093
H 8.864173 -19.265224 -3.680776
H 9.770149 -21.566752 -4.960229
H 11.214575 -21.140741 -5.890429
H 9.715046 -20.374888 -6.244536
H 12.080507 -16.642341 -3.545175
H 11.783457 -17.757473 -4.656520
C 13.575778 -17.023708 -8.011856
C 12.594823 -18.088907 -8.561386
C 13.341373 -19.369416 -8.940419
O 14.393761 -18.997802 -9.834991
C 14.493671 -19.906085 -10.918623
N 11.613317 -18.441451 -7.528958
H 14.504700 -17.421266 -7.606116
H 13.084101 -16.265216 -7.395501
H 13.934392 -16.418277 -8.854527
H 12.156350 -17.694717 -9.481726
H 12.640024 -19.973038 -9.517607
H 13.761960 -19.856899 -8.061091
H 13.535904 -19.989859 -11.438333
H 14.758579 -20.897325 -10.523497
H 15.293960 -19.744931 -11.638829
H 10.829446 -17.810860 -7.623284
H 12.001510 -18.189017 -6.629419
C 12.830295 -14.025557 -10.274723
C 11.579814 -13.750425 -9.414122
C 11.126695 -12.285313 -9.504826
O 9.909813 -12.169796 -8.763964
C 9.587085 -10.775883 -8.591499
N 10.473119 -14.671354 -9.759115
H 13.698835 -13.596329 -9.777711
H 12.719601 -13.653149 -11.292953
H 12.985424 -15.103317 -10.338343
H 11.904004 -13.908223 -8.374678
H 11.139775 -11.847035 -10.505896
H 11.883133 -11.714586 -8.950105
H 10.366750 -10.330675 -7.965610
H 8.584387 -10.684418 -8.188551
H 9.657761 -10.275547 -9.560698
H 10.385994 -14.457307 -10.755242
H 10.895822 -15.601920 -9.790935

Forces on the atoms, in the same order (eV/Å):
0.556 -0.728 -0.555
1.255 -1.076 -0.007
0.432 0.008 -0.981
-1.861 2.089 1.418
-0.223 -0.535 0.720
-0.708 1.591 -1.254
2.183 -0.967 0.288
-1.143 0.054 0.347
0.371 -0.606 -1.080
-0.477 -1.082 0.358
0.037 0.001 -0.259
0.066 0.067 0.085
0.051 0.399 -0.039
-0.326 -0.434 0.004
-0.672 0.675 0.305
-0.038 -0.170 -0.139
0.081 0.247 0.552
0.000 -0.073 0.199
-0.018 0.416 0.177
-0.045 0.365 -0.235
0.257 0.479 -0.280
0.193 0.671 -1.708
1.378 0.010 1.200
0.241 1.080 -1.246
0.122 0.275 -0.272
0.082 -1.361 0.400
-0.658 0.228 -0.371
-0.299 -0.140 0.541
-0.021 -0.382 0.490
0.148 -0.219 -0.006
-0.458 -0.125 0.156
-0.081 -0.509 0.537
-0.211 -0.261 0.062
0.033 0.051 -0.149
-0.320 -0.066 -0.001
-0.026 1.010 0.249
-0.221 -0.114 -0.028
0.223 -0.298 0.052
-0.391 0.006 0.513
0.924 0.430 -0.450
0.861 -0.547 1.341
-0.232 -0.134 -0.388
0.627 -0.114 -0.301
0.611 0.089 -0.479
0.130 0.106 -0.320
0.049 0.167 0.041
0.088 0.018 0.032
-0.283 -0.181 0.119
-0.713 -0.303 -0.167
0.107 0.057 -0.158
-0.365 0.108 0.253
0.078 0.005 0.127
-0.294 -0.029 0.018
-0.916 -0.217 0.114
-0.184 -0.031 0.171

Maximum force   3.14 eV/A
LUMO energy   -8.3 eV
E_tot   -26911.8411 eV
Charge   +2
Energy above the lowest of the compared OMol25 structures with the same formula, charge and spin   0.00 kcal/mol

Atom charges from the Mulliken analysis, given in e for atoms 1 to 6: atom 1 (Li): 0.96, atom 2 (Li): 0.85, atom 3 (Li): 0.85, atom 4 (F): -0.94, atom 5 (C): -1.26, atom 6 (C): 0.13